*a*
This record from OMol25 describes a 4-piece molecular cluster, C2H12NO4 overall. The level of theory is ωB97M-V with the def2-TZVPD basis set.

HOMO energy (Ha): -0.15268
Lowest unoccupied orbital energy (eV): 3.4
HOMO-LUMO gap (eV): 7.58

```
! RIJCOSX wB97M-V def2-TZVPD def2/J DEFGRID3
* xyz -1 1
O -3.232 -3.086 -0.916
O 2.927 0.754 0.600
O 0.774 2.515 0.935
O 0.007 -1.961 0.702
N 0.903 0.084 -1.094
C -0.259 1.084 -0.896
C -0.285 1.571 0.594
H -1.324 2.057 0.758
H -3.152 -3.941 -0.349
H -0.139 0.798 1.355
H 2.904 0.775 1.602
H -1.281 0.641 -1.083
H 1.744 0.195 -0.465
H -0.160 2.130 -1.338
H 0.383 -1.249 0.002
H 1.681 1.991 0.808
H 1.158 0.020 -2.046
H -0.273 -1.712 1.519
H -2.375 -2.665 -0.686
*
```

Mulliken atomic charge list, values in e, 8 entries: -0.683, -1.117, -0.578, -0.722, -0.545, -0.374, -0.376, 0.260

*b*
This record from OMol25 describes a 4-piece molecular cluster, C2H12NO4 overall. The level of theory is ωB97M-V with the def2-TZVPD basis set.

HOMO energy (Ha): -0.16077
Lowest unoccupied orbital energy (eV): 4.0
HOMO-LUMO gap (eV): 8.35

```
! RIJCOSX wB97M-V def2-TZVPD def2/J DEFGRID3
* xyz -1 1
O -0.817 0.524 -0.670
O 0.067 1.819 1.344
O 2.714 0.796 1.711
O -2.770 0.444 1.196
N -0.667 -2.168 -1.397
C 0.565 -1.405 -1.118
C 0.368 0.096 -1.275
H 0.313 0.308 -2.360
H -1.132 -2.370 -0.519
H 0.894 -1.648 -0.100
H -2.100 0.359 0.474
H 1.928 0.895 1.148
H 2.296 0.332 2.448
H 1.203 0.714 -0.911
H -0.357 1.198 0.612
H -1.320 -1.484 -1.780
H -0.305 2.656 1.045
H 1.345 -1.785 -1.790
H -2.224 0.720 1.941
*
```

Mulliken atomic charge list, values in e, 8 entries: -1.058, -0.727, -0.675, -0.735, -0.743, -0.344, -0.604, 0.275

Q: What are the energies relative to the best structure? A: *a* 136.8; *b* 0.0, in kJ/mol.

*a*
This record from OMol25 describes a 3-piece molecular cluster, C4H14NO3 overall. The level of theory is ωB97M-V with the def2-TZVPD basis set.

HOMO energy (Ha): -0.51386
Lowest unoccupied orbital energy (eV): -2.8
HOMO-LUMO gap (eV): 11.18

```
! RIJCOSX wB97M-V def2-TZVPD def2/J DEFGRID3
* xyz 1 1
O 3.054 0.746 1.002
O 1.892 -1.953 -0.910
O 0.034 -0.535 2.128
N 0.293 0.109 -0.603
C -1.630 0.637 0.861
C -1.165 -0.086 -0.398
C -0.845 0.292 2.096
C -1.971 0.345 -1.646
H -1.437 1.706 0.709
H 3.967 0.885 0.736
H -1.414 0.897 -2.397
H 0.546 1.044 -0.936
H 2.631 -2.181 -0.316
H -2.330 -0.562 -2.135
H -2.707 0.582 0.982
H -1.078 0.873 3.005
H 3.012 0.813 1.960
H -2.860 0.908 -1.353
H 0.707 -0.527 -1.289
H 1.721 -2.780 -1.377
H 0.870 -0.051 0.229
H -1.291 -1.163 -0.347
*
```

Mulliken atomic charge list, values in e, 8 entries: -0.603, -0.625, -0.497, -0.240, -0.916, 0.340, -0.017, -1.217

*b*
This record from OMol25 describes a 2-piece molecular cluster, C4H14NO3 overall. The level of theory is ωB97M-V with the def2-TZVPD basis set.

HOMO energy (Ha): -0.53282
Lowest unoccupied orbital energy (eV): -3.2
HOMO-LUMO gap (eV): 11.33

```
! RIJCOSX wB97M-V def2-TZVPD def2/J DEFGRID3
* xyz 1 1
O -1.756 2.269 1.524
O 1.800 -4.413 -0.202
O 1.120 -0.955 -0.919
N -0.707 0.790 -1.484
C 0.135 0.406 0.898
C 0.546 -0.965 0.398
C -0.222 1.443 -0.170
C -1.234 2.527 0.230
H -0.750 0.230 1.504
H 1.980 -5.266 0.210
H 1.228 -1.491 1.061
H -0.599 1.466 -2.199
H -0.309 -1.604 0.340
H -0.290 -0.151 -1.577
H -0.787 3.517 0.234
H 1.803 -1.618 -0.997
H -2.703 2.146 1.585
H 0.833 0.904 1.570
H 0.685 1.967 -0.456
H -1.719 0.654 -1.398
H -2.102 2.628 -0.423
H 2.653 -3.974 -0.105
*
```

Mulliken atomic charge list, values in e, 8 entries: -0.506, -0.616, -0.604, -0.255, -0.758, -0.590, 0.322, -0.784

Q: What are the energies relative to the best structure? A: *a* 0.0; *b* 117.0, in kJ/mol.

*a*
This record from OMol25 describes a 2-piece molecular cluster, C2Br2I2 overall. The level of theory is ωB97M-V with the def2-TZVPD basis set.

HOMO energy (Ha): -0.33370
SMILES: BrC#CBr.II
Lowest unoccupied orbital energy (eV): -1.9
HOMO-LUMO gap (eV): 7.16

```
! RIJCOSX wB97M-V def2-TZVPD def2/J DEFGRID3
* xyz 0 1
I -2.425 -0.131 -0.180
I -1.936 2.484 0.416
Br 1.723 -0.600 -2.284
Br 0.681 -0.545 2.246
C 0.983 -0.616 -0.710
C 0.974 -0.592 0.512
*
```

What are the Mulliken partial charges on each atom? They are as follows, in elementary charge units: -0.028, 0.014, -0.026, 0.041, 0.054, -0.056

*b*
This record from OMol25 describes C2Br2I2 as an isolated structure. The level of theory is ωB97M-V with the def2-TZVPD basis set.

HOMO energy (spin up / spin down) (Ha): -0.31320 / -0.31320
Lowest unoccupied orbital energy (spin up / spin down) (eV): -1.3 / -1.3
HOMO-LUMO gap (spin up / spin down) (eV): 7.22 / 7.22

```
! RIJCOSX wB97M-V def2-TZVPD def2/J DEFGRID3
* xyz 0 1
I 3.030 -0.879 1.156
I -1.755 -0.638 2.050
Br -3.005 -0.180 -0.958
Br 1.990 1.432 -0.919
C -1.577 0.121 0.130
C 1.594 -0.175 -0.150
*
```

What are the Mulliken partial charges on each atom? They are as follows, in elementary charge units: 0.124, 0.122, 0.007, 0.037, -0.133, -0.157

Q: What are the energies relative to the best structure? A: *a* 0.0; *b* 401.3, in kJ/mol.

*a*
This record from OMol25 describes a 4-piece molecular cluster, CH10O3S2 overall. The level of theory is ωB97M-V with the def2-TZVPD basis set.

HOMO energy (Ha): -0.32654
SMILES: CSS.O.O.O
Lowest unoccupied orbital energy (eV): 0.3
HOMO-LUMO gap (eV): 9.17

```
! RIJCOSX wB97M-V def2-TZVPD def2/J DEFGRID3
* xyz 0 1
S -0.012 2.726 0.578
S 1.730 3.194 -0.356
O -1.426 -0.031 -1.227
O 0.018 -2.372 -2.004
O 0.315 -2.137 0.920
C 0.293 1.582 1.895
H -1.976 -0.279 -0.468
H 1.725 2.310 -1.383
H 0.866 0.726 1.543
H 0.258 -3.100 0.891
H -0.789 -1.989 -2.340
H 0.854 -1.973 0.149
H -2.158 -0.099 -1.859
H -0.697 1.208 2.181
H 0.660 1.989 2.837
H 0.339 -1.756 -1.358
*
```

Mulliken atomic charge list, values in e, 8 entries: -0.052, -0.214, -0.623, -0.595, -0.591, -0.700, 0.328, 0.143

*b*
This record from OMol25 describes a 4-piece molecular cluster, CH10O3S2 overall. The level of theory is ωB97M-V with the def2-TZVPD basis set.

HOMO energy (Ha): -0.30154
SMILES: CSS.O.O.O
Lowest unoccupied orbital energy (eV): 0.4
HOMO-LUMO gap (eV): 8.56

```
! RIJCOSX wB97M-V def2-TZVPD def2/J DEFGRID3
* xyz 0 1
S 0.879 -2.830 -0.461
S 2.223 -1.345 -0.445
O -1.401 3.058 -3.761
O -1.229 1.209 1.602
O -1.642 -1.682 1.756
C 2.396 -0.720 1.261
H -1.310 3.161 -4.716
H 1.377 -0.685 1.671
H 3.098 -1.176 1.990
H -1.502 1.905 2.214
H -1.631 -0.830 1.283
H -1.034 -2.115 1.142
H 0.508 -2.572 -1.748
H 2.673 0.343 1.171
H -1.211 1.760 0.795
H -2.195 2.518 -3.752
*
```

Mulliken atomic charge list, values in e, 8 entries: -0.259, -0.022, -0.636, -0.633, -0.593, -0.661, 0.317, 0.190

Q: What are the energies relative to the best structure? A: *a* 0.0; *b* 13.4, in kJ/mol.

*a*
This record from OMol25 describes a 2-piece molecular cluster, C4H13N3 overall. The level of theory is ωB97M-V with the def2-TZVPD basis set.

HOMO energy (Ha): -0.67204
Lowest unoccupied orbital energy (eV): -9.1
HOMO-LUMO gap (eV): 9.20

```
! RIJCOSX wB97M-V def2-TZVPD def2/J DEFGRID3
* xyz 2 1
N -2.252 1.168 -0.887
N -0.926 0.545 -0.906
N -1.014 0.194 -3.193
C -0.508 0.109 -2.027
C 2.343 -1.215 2.203
C 0.402 -0.013 1.078
C 1.560 -0.052 1.881
H 1.882 -2.171 1.725
H 3.173 -1.018 1.390
H -0.539 -0.117 -4.012
H 2.095 0.923 2.134
H 0.310 -1.019 0.717
H -3.104 0.591 -1.296
H 2.662 -1.431 3.231
H -0.412 0.290 1.699
H 0.517 0.821 0.324
H -2.301 1.380 0.110
H -1.731 0.906 -3.465
H -2.426 2.007 -1.457
H 0.258 -0.759 -1.987
*
```

Mulliken atomic charge list, values in e, 8 entries: -0.447, -0.351, -0.295, 0.136, -0.978, -0.611, 0.245, 0.326

*b*
This record from OMol25 describes an isolated ion of composition C4H13N3 and charge +2. The level of theory is ωB97M-V with the def2-TZVPD basis set.

HOMO energy (Ha): -0.72663
SMILES: CC/[N+]([NH3+])=C(/C)N
Lowest unoccupied orbital energy (eV): -8.0
HOMO-LUMO gap (eV): 11.76

```
! RIJCOSX wB97M-V def2-TZVPD def2/J DEFGRID3
* xyz 2 1
N -1.695 0.925 -0.123
N 0.994 -1.509 0.322
N 0.201 -0.299 0.344
C 1.844 1.501 -0.479
C -2.155 -1.325 -0.309
C -1.159 -0.237 0.089
C 1.155 0.888 0.808
H 1.881 0.496 1.576
H 1.301 -1.867 1.323
H 0.488 1.641 1.347
H -1.970 -2.373 -0.143
H -1.261 1.910 -0.391
H 2.865 0.995 -0.560
H 1.800 -1.241 -0.277
H -2.153 -1.054 -1.363
H 1.200 1.329 -1.354
H -2.771 1.088 -0.164
H -3.151 -1.068 0.052
H 2.037 2.571 -0.462
H 0.549 -2.374 -0.235
*
```

Mulliken atomic charge list, values in e, 8 entries: -0.392, -0.475, 0.080, -0.905, -1.363, 0.877, -0.743, 0.431

Q: What are the energies relative to the best structure? A: *a* 120.1; *b* 0.0, in kJ/mol.

*a*
This record from OMol25 describes an isolated ion of composition C4H13N3 and charge +2. The level of theory is ωB97M-V with the def2-TZVPD basis set.

HOMO energy (Ha): -0.67346
SMILES: N/C=[NH+]/CCC[NH3+]
Lowest unoccupied orbital energy (eV): -6.6
HOMO-LUMO gap (eV): 11.78

```
! RIJCOSX wB97M-V def2-TZVPD def2/J DEFGRID3
* xyz 2 1
N 0.528 1.175 3.690
N -1.057 -0.471 -3.114
N 0.559 0.552 1.495
C -0.399 0.088 -0.746
C 0.008 -0.606 -2.053
C 0.425 -0.450 0.419
C 0.539 0.248 2.764
H 0.536 2.143 3.419
H -0.419 1.175 -0.801
H 0.689 -0.778 3.073
H 0.665 1.038 4.682
H -1.194 0.498 -3.403
H -1.443 -0.208 -0.569
H 1.438 -0.721 0.108
H 0.054 -1.392 0.813
H 0.683 1.503 1.189
H -1.896 -0.900 -2.765
H -0.792 -1.039 -3.926
H 0.937 -0.188 -2.429
H 0.141 -1.665 -1.847
*
```

Mulliken atomic charge list, values in e, 8 entries: -0.277, -0.257, -0.185, -0.504, -0.782, -0.813, 0.264, 0.219

*b*
This record from OMol25 describes a 2-piece molecular cluster, C4H13N3 overall. The level of theory is ωB97M-V with the def2-TZVPD basis set.

HOMO energy (Ha): -0.68006
Lowest unoccupied orbital energy (eV): -8.3
HOMO-LUMO gap (eV): 10.18

```
! RIJCOSX wB97M-V def2-TZVPD def2/J DEFGRID3
* xyz 2 1
N -3.448 1.353 -0.183
N 0.195 -2.893 -0.108
N -0.010 -1.407 0.110
C 1.219 0.713 0.414
C -2.386 0.699 -0.033
C 2.364 1.539 -0.247
C 1.057 -0.746 0.211
H 2.302 1.629 -1.378
H 1.350 0.771 1.551
H 0.465 1.454 0.096
H -2.472 -0.469 -0.251
H 1.162 -3.103 0.387
H -1.433 1.073 0.337
H 0.086 -3.082 -1.169
H 2.410 2.417 0.424
H -0.636 -3.327 0.452
H 3.381 1.093 -0.084
H 2.111 -1.215 0.183
H -4.314 1.058 -0.581
H -3.404 2.445 -0.131
*
```

Mulliken atomic charge list, values in e, 8 entries: -0.175, -0.359, -0.181, -0.473, 0.089, -1.198, 0.245, 0.344

*c*
This record from OMol25 describes a 3-piece molecular cluster, C4H13N3 overall. The level of theory is ωB97M-V with the def2-TZVPD basis set.

HOMO energy (Ha): -0.62742
Lowest unoccupied orbital energy (eV): -12.0
HOMO-LUMO gap (eV): 5.07

```
! RIJCOSX wB97M-V def2-TZVPD def2/J DEFGRID3
* xyz 2 1
N -2.111 1.437 0.329
N 5.682 0.456 0.080
N 4.119 -1.244 0.114
C -4.133 0.668 -0.810
C -3.329 -0.520 -0.524
C -3.575 1.759 0.131
C 4.901 -0.519 0.719
H -3.445 -1.087 0.396
H -3.690 2.804 -0.139
H 5.863 0.175 -0.881
H 5.254 -0.701 1.750
H -3.916 1.007 -1.826
H 6.564 0.634 0.558
H 3.943 -3.985 -0.448
H 3.858 -4.060 0.290
H -1.965 0.460 0.027
H -1.887 1.546 1.316
H -5.215 0.527 -0.741
H -2.773 -0.898 -1.379
H -4.146 1.542 1.038
*
```

Mulliken atomic charge list, values in e, 8 entries: -0.433, -0.357, 0.094, -0.349, -0.343, -0.449, 0.241, 0.372

Q: What are the energies relative to the best structure? A: *a* 0.0; *b* 425.0; *c* 943.6, in kJ/mol.

*a*
This record from OMol25 describes an isolated ion of composition C4H13N3 and charge +2. The level of theory is ωB97M-V with the def2-TZVPD basis set.

HOMO energy (Ha): -0.68725
SMILES: C=[NH+]CN([NH3+])CC
Lowest unoccupied orbital energy (eV): -9.0
HOMO-LUMO gap (eV): 9.72

```
! RIJCOSX wB97M-V def2-TZVPD def2/J DEFGRID3
* xyz 2 1
N -0.856 0.652 1.304
N -0.063 0.308 0.098
N -0.888 -0.155 -2.111
C 1.367 0.066 0.507
C 1.697 0.524 1.941
C -1.233 -0.953 -3.038
C -0.773 -0.596 -0.736
H -1.748 -0.766 -0.236
H -0.222 1.342 1.764
H -0.887 0.888 -2.371
H 1.814 -1.025 0.472
H 2.009 0.590 -0.213
H 2.836 0.288 2.083
H -1.816 0.965 1.063
H -1.438 -0.487 -3.885
H -1.315 -1.990 -2.793
H 1.107 0.217 2.786
H -0.893 0.013 2.341
H 1.602 1.724 1.789
H -0.301 -1.603 -0.765
*
```

Mulliken atomic charge list, values in e, 8 entries: -0.577, 0.188, -0.038, -0.245, -1.359, -0.081, -0.604, 0.423

*b*
This record from OMol25 describes C4H13N3 as an isolated structure. The level of theory is ωB97M-V with the def2-TZVPD basis set.

HOMO energy (Ha): -0.56072
Lowest unoccupied orbital energy (eV): -10.4
HOMO-LUMO gap (eV): 4.85

```
! RIJCOSX wB97M-V def2-TZVPD def2/J DEFGRID3
* xyz 2 1
N -4.139 1.435 -1.072
N 0.837 0.192 2.027
N 2.149 -2.072 0.521
C 1.821 -0.776 -0.050
C 0.734 0.213 -1.287
C 0.768 -0.150 0.774
C -0.225 0.634 -0.137
H -4.314 2.445 -1.137
H 1.292 -2.372 1.022
H -5.014 1.068 -0.753
H 2.248 -2.990 0.008
H -1.183 0.089 -0.045
H 0.418 0.013 -2.308
H -0.513 1.729 -0.297
H 1.710 0.081 2.551
H 2.707 -2.098 1.389
H 0.462 1.035 2.437
H 2.718 -0.235 -0.327
H -4.107 0.929 -1.974
H 1.633 0.830 -1.341
*
```

Mulliken atomic charge list, values in e, 8 entries: -0.714, -0.242, -0.321, -0.606, -0.365, 0.535, -0.558, 0.253

Q: What are the energies relative to the best structure? A: *a* 0.0; *b* 102.4, in kJ/mol.

*a*
This record from OMol25 describes a 2-piece molecular cluster, C4H13N3 overall. The level of theory is ωB97M-V with the def2-TZVPD basis set.

HOMO energy (Ha): -0.66458
Lowest unoccupied orbital energy (eV): -9.9
HOMO-LUMO gap (eV): 8.18

```
! RIJCOSX wB97M-V def2-TZVPD def2/J DEFGRID3
* xyz 2 1
N -1.845 -1.674 1.677
N 1.546 2.955 -0.883
N -0.790 -2.089 -0.869
C -0.659 -0.995 1.269
C 0.297 0.251 -0.763
C -0.368 -0.941 -0.036
C 0.717 1.039 0.394
H -1.003 -1.902 -1.854
H 1.665 1.073 0.928
H -1.619 -2.616 2.015
H 2.563 2.958 -0.926
H 1.207 -0.050 -1.291
H -0.386 0.762 -1.441
H -0.100 -2.848 -0.854
H -2.223 -1.261 2.530
H 1.287 3.914 -0.652
H 0.091 1.809 0.845
H 1.199 2.814 -1.828
H -1.613 -2.442 -0.341
H 0.037 -0.759 2.081
*
```

Mulliken atomic charge list, values in e, 8 entries: -0.705, -0.714, -0.155, -0.347, -0.106, -0.252, -0.562, 0.396

*b*
This record from OMol25 describes an isolated ion of composition C4H13N3 and charge +2. The level of theory is ωB97M-V with the def2-TZVPD basis set.

HOMO energy (Ha): -0.66052
SMILES: N/C(=C\[NH3+])CC[NH3+]
Lowest unoccupied orbital energy (eV): -7.4
HOMO-LUMO gap (eV): 10.55

```
! RIJCOSX wB97M-V def2-TZVPD def2/J DEFGRID3
* xyz 2 1
N -2.764 -1.196 -0.666
N 2.239 1.468 1.456
N -0.120 -1.535 -0.814
C -0.592 -0.244 -0.426
C 0.460 0.811 -0.172
C 1.631 0.311 0.706
C -1.863 0.045 -0.731
H 1.244 -0.400 1.432
H -3.183 -1.399 -1.576
H 0.037 1.625 0.431
H 2.046 1.503 2.458
H 3.255 1.468 1.311
H -2.484 0.698 -1.335
H -3.486 -1.006 0.028
H 0.283 -1.611 -1.734
H 0.775 1.327 -1.083
H 2.024 2.393 1.066
H -2.179 -1.994 -0.399
H 2.398 -0.177 0.120
H 0.281 -2.087 -0.071
*
```

Mulliken atomic charge list, values in e, 8 entries: -0.280, -0.287, -0.560, 0.174, -0.551, -0.629, -0.524, 0.384

Q: What are the energies relative to the best structure? A: *a* 244.1; *b* 0.0, in kJ/mol.